{
  "formula": "C23H32Cl12F9NO7S3",
  "method": "ωB97M-V/def2-TZVPD",
  "species": ["C", "C", "C", "O", "C", "O", "C", "S", "C", "N", "C", "O", "C", "C", "C", "C", "F", "C", "F", "S", "O", "O", "C", "F", "F", "C", "F", "F", "C", "F", "F", "F", "O", "C", "O", "C", "S", "H", "H", "H", "H", "H", "H", "H", "H", "H", "H", "H", "H", "H", "H", "H", "H", "H", "H", "H", "H", "Cl", "C", "Cl", "H", "H", "Cl", "C", "Cl", "H", "H", "Cl", "C", "Cl", "H", "H", "Cl", "C", "Cl", "H", "H", "Cl", "C", "Cl", "H", "H", "Cl", "C", "Cl", "H", "H"],
  "positions_angstrom": [[4.339, -1.756, 3.323], [5.083, -1.700, 1.881], [4.167, -2.409, 0.757], [3.468, -1.465, -0.101], [2.283, -0.989, 0.507], [2.275, 0.078, 1.149], [0.876, -1.790, 0.475], [0.728, -2.618, 2.128], [-1.002, -3.221, 2.425], [-1.196, -4.533, 1.706], [-1.492, -4.131, 0.318], [-1.109, -4.792, -0.666], [-2.315, -2.726, 0.307], [-3.704, -3.149, -0.364], [-4.421, -1.969, -1.188], [-4.326, -2.135, -2.770], [-4.440, -0.786, -3.324], [-2.245, -2.396, 1.864], [-3.359, -3.080, 2.511], [-2.519, -0.651, 2.417], [-1.564, 0.280, 1.689], [-2.124, -0.552, 3.881], [-4.235, 0.004, 2.072], [-4.120, 0.892, 0.961], [-5.161, -0.986, 1.661], [-4.913, 0.806, 3.279], [-6.292, 0.943, 2.928], [-4.916, 0.104, 4.502], [-4.368, 2.301, 3.482], [-3.047, 2.475, 3.074], [-5.156, 3.268, 2.813], [-4.433, 2.570, 4.872], [5.337, -0.305, 1.627], [6.467, -0.097, 0.807], [7.549, -0.710, 0.870], [6.352, 1.084, -0.273], [6.000, 2.660, 0.696], [3.649, -0.863, 3.485], [3.755, -2.718, 3.480], [5.151, -1.694, 4.138], [6.009, -2.347, 1.996], [4.873, -3.000, 0.065], [3.447, -3.159, 1.243], [0.072, -1.013, 0.253], [0.857, -2.520, -0.417], [-1.046, -3.317, 3.562], [-0.282, -5.008, 1.836], [-1.688, -2.106, -0.423], [-4.462, -3.607, 0.347], [-3.462, -3.973, -1.133], [-4.050, -0.944, -0.843], [-5.539, -2.029, -0.922], [-3.329, -2.538, -3.140], [-5.198, -2.730, -3.219], [5.516, 0.817, -0.992], [7.335, 1.230, -0.818], [5.635, 2.284, 1.997], [-8.529, 0.409, -4.178], [-7.133, 1.314, -3.579], [-7.528, 2.186, -2.092], [-6.321, 0.618, -3.376], [-6.823, 2.031, -4.338], [3.730, 2.754, 3.592], [2.023, 2.824, 3.132], [1.081, 3.744, 4.312], [1.940, 3.306, 2.159], [1.630, 1.811, 3.077], [-0.148, -0.083, -3.159], [-1.576, 0.953, -3.296], [-2.440, 1.056, -1.759], [-1.262, 1.954, -3.593], [-2.244, 0.537, -4.050], [6.666, 1.461, -4.190], [7.177, -0.158, -3.698], [5.784, -1.205, -3.397], [7.783, -0.594, -4.490], [7.765, -0.081, -2.784], [-0.051, 5.735, -4.487], [-1.468, 5.511, -3.455], [-2.273, 3.974, -3.797], [-1.152, 5.519, -2.414], [-2.169, 6.325, -3.634], [3.691, 4.620, -0.500], [3.063, 3.822, -1.948], [3.819, 2.245, -2.201], [1.990, 3.681, -1.835], [3.264, 4.452, -2.813]],
  "atomic_forces_ev_per_a": [[0.8, 0.5, 0.2], [-1.7, -1.4, 2.0], [1.2, -0.6, -0.2], [-1.9, -0.2, 1.2], [-0.3, 2.8, 2.4], [0.2, -3.4, -2.4], [0.6, -0.1, -2.1], [-0.3, 0.8, 0.0], [-0.2, 0.3, 0.0], [0.3, 2.4, -1.1], [1.7, -1.9, -0.6], [-1.6, 2.3, 2.9], [0.6, -2.6, -0.5], [-0.5, 0.2, -1.1], [-0.9, -0.4, 0.3], [0.0, 0.9, 0.2], [0.0, -1.6, 0.4], [-2.0, -1.9, -0.5], [1.3, 1.1, -0.9], [7.6, 3.8, 3.0], [-3.3, -3.0, 0.3], [-2.8, -1.2, -3.4], [-2.8, 0.2, -2.4], [-0.2, -1.8, 2.7], [2.2, 1.7, 1.1], [-2.4, -0.1, 1.0], [2.9, -0.3, 0.5], [0.5, 1.4, -3.0], [0.6, 2.3, 1.3], [-2.9, -0.6, 0.8], [1.9, -2.6, 1.6], [0.1, -0.4, -3.3], [1.9, -0.9, -1.9], [2.7, 0.0, -1.1], [-3.7, 1.1, 0.3], [-0.6, -1.0, 1.7], [0.2, -0.5, 0.3], [0.8, -1.2, -0.5], [0.8, 1.1, -0.3], [-1.3, -0.1, -1.2], [-0.9, 1.2, -0.4], [-1.3, 1.0, 0.9], [1.0, 1.1, -0.6], [1.2, -0.8, 0.8], [0.2, 0.8, 1.5], [-0.2, 0.1, -1.6], [-1.0, -0.1, -0.7], [-1.1, -0.3, 1.4], [1.3, 0.7, -0.6], [-0.1, 1.2, 1.3], [-0.4, -1.5, -0.8], [1.7, 0.3, -0.4], [-1.2, 0.5, 0.6], [1.4, 0.8, 0.8], [0.9, 0.5, 1.0], [-1.2, -0.4, 0.9], [0.4, -0.3, -1.6], [0.0, 0.0, -0.1], [0.3, 0.0, -0.1], [0.1, 0.0, 0.0], [-0.2, 0.1, 0.0], [-0.2, 0.0, 0.1], [0.0, 0.0, 0.1], [-0.2, -0.2, -0.3], [-0.1, 0.0, 0.0], [0.1, 0.0, 0.2], [0.1, 0.1, 0.1], [0.1, -0.1, 0.0], [-0.1, 0.0, -0.2], [0.1, 0.2, 0.0], [0.1, -0.5, 0.3], [0.1, -0.1, 0.2], [0.2, 0.0, 0.0], [0.2, 0.0, 0.0], [0.0, -0.1, 0.1], [-0.2, 0.1, 0.1], [-0.2, 0.0, -0.1], [0.0, 0.1, 0.1], [0.0, 0.3, 0.2], [-0.3, 0.5, 0.0], [0.0, -0.1, -0.2], [0.1, -0.2, -0.1], [-0.4, 0.3, -0.2], [-0.2, 0.2, 0.0], [-0.2, 0.0, -0.2], [0.2, -0.1, 0.1], [0.1, -0.1, 0.1]],
  "lowdin_charge": [-0.039, -0.286, -0.101, -0.062, -0.413, 0.088, -0.337, 0.947, -0.481, 0.057, -0.363, 0.062, -0.109, -0.124, -0.173, -0.128, -0.160, -0.355, -0.033, 0.895, -0.323, -0.291, -0.314, 0.036, 0.070, -0.222, 0.088, 0.104, -0.328, 0.122, 0.111, 0.105, -0.046, -0.432, 0.067, -0.422, 0.634, 0.082, 0.071, 0.093, 0.150, 0.146, 0.115, 0.074, 0.107, 0.139, 0.125, 0.155, 0.129, 0.127, 0.060, 0.122, 0.126, 0.133, 0.004, 0.079, -0.170, 0.496, -1.032, 0.495, -0.004, 0.028, 0.532, -1.015, 0.508, 0.020, 0.014, 0.514, -1.049, 0.559, -0.076, 0.026, 0.502, -1.018, 0.512, 0.027, 0.015, 0.511, -0.993, 0.574, 0.032, 0.030, 0.492, -0.994, 0.537, 0.021, 0.027],
  "charge": 0,
  "fmax_ev_per_a": 9.0,
  "e_homo_ev": -8.7159,
  "gap_ev": 7.65
}

{
  "formula": "C23H32CrN4O15P2S2",
  "method": "ωB97M-V/def2-TZVPD",
  "species": ["Cr", "O", "C", "O", "C", "C", "C", "C", "C", "O", "C", "C", "O", "O", "H", "H", "H", "H", "H", "H", "H", "H", "N", "C", "C", "P", "O", "O", "O", "P", "O", "O", "O", "H", "H", "H", "H", "H", "H", "H", "H", "O", "S", "O", "O", "C", "N", "C", "C", "C", "N", "C", "C", "C", "N", "C", "C", "H", "H", "H", "H", "H", "H", "C", "C", "S", "O", "C", "C", "H", "H", "H", "H", "H", "H", "H", "H", "H", "H"],
  "positions_angstrom": [[-1.568, 1.476, -0.801], [-5.132, 3.131, -1.932], [-4.196, 2.708, -1.294], [-3.261, 1.868, -1.677], [-3.965, 3.268, 0.077], [-3.852, 2.094, 1.083], [-4.196, 2.629, 2.470], [-2.918, 3.459, 2.802], [-2.038, 3.336, 1.519], [-2.374, 1.940, 1.066], [-2.723, 4.130, 0.402], [-1.707, 4.259, -0.750], [-1.683, 5.384, -1.291], [-0.963, 3.250, -1.012], [-4.912, 3.821, 0.281], [-4.300, 1.162, 0.895], [-5.159, 3.187, 2.443], [-4.335, 1.779, 3.115], [-3.022, 4.503, 2.995], [-2.430, 2.989, 3.634], [-0.966, 3.389, 1.635], [-2.989, 5.141, 0.747], [-3.391, 0.262, -3.887], [-2.491, -0.856, -3.361], [-2.631, -2.097, -4.279], [-3.003, -1.154, -1.610], [-2.375, -2.677, -1.509], [-4.473, -1.162, -1.609], [-2.215, -0.326, -0.644], [-0.844, -0.067, -3.556], [0.211, -1.204, -3.334], [-0.833, 0.562, -4.907], [-0.751, 0.942, -2.419], [-4.383, -0.146, -4.110], [-2.864, 0.678, -4.714], [-3.555, 1.071, -3.202], [-3.663, -2.507, -4.283], [-1.979, -2.937, -3.907], [-2.194, -1.837, -5.217], [-2.454, -2.852, -0.565], [0.640, -1.199, -2.360], [3.774, -2.988, 6.141], [4.026, -3.289, 4.724], [2.846, -3.800, 4.040], [5.171, -4.137, 4.455], [4.328, -1.683, 4.008], [5.471, -1.041, 4.267], [5.498, 0.204, 3.843], [4.497, 0.807, 3.075], [3.455, 0.030, 2.758], [3.418, -1.234, 3.158], [2.375, 0.479, 1.911], [2.440, 1.486, 0.910], [1.307, 1.806, 0.207], [0.161, 1.133, 0.374], [0.095, 0.078, 1.219], [1.133, -0.187, 2.064], [6.359, 0.793, 4.277], [4.513, 1.847, 2.920], [3.325, 1.984, 0.706], [1.227, 2.594, -0.524], [-0.870, -0.372, 1.387], [1.177, -0.951, 2.777], [3.471, -2.255, -3.153], [3.983, -1.851, -1.750], [2.859, -1.771, -0.336], [1.462, -1.449, -0.822], [2.891, -3.554, 0.068], [1.693, -3.890, 1.002], [4.221, -2.042, -3.902], [2.553, -1.765, -3.396], [3.138, -3.343, -3.154], [4.379, -0.889, -1.810], [4.797, -2.504, -1.442], [3.892, -3.781, 0.421], [2.708, -3.973, -0.891], [1.902, -3.564, 2.040], [1.532, -4.982, 0.892], [0.728, -3.341, 0.599]],
  "atomic_forces_ev_per_a": [[0.4, -0.3, 0.6], [-0.1, -0.9, -0.7], [1.3, 1.1, -0.1], [-1.1, 0.2, -0.8], [-2.1, -0.1, 1.3], [1.3, 2.1, 0.1], [0.2, 0.5, -0.6], [0.6, -0.9, -0.8], [-2.2, -1.4, 0.4], [-0.4, 0.4, 0.9], [1.0, -0.1, -0.1], [-1.1, 3.3, -0.6], [0.6, -2.1, 0.5], [0.4, 0.6, -0.2], [0.8, -0.2, 0.0], [-0.5, -1.1, -0.8], [0.8, -0.2, 0.0], [0.1, -0.1, 0.6], [-0.5, 0.7, 0.3], [0.4, -0.1, 0.5], [0.1, 0.2, 0.0], [0.1, -0.4, -0.4], [-1.9, -0.2, -1.0], [-0.1, 0.2, 0.1], [0.4, -0.8, 1.7], [-0.1, -2.1, -2.0], [-0.5, 1.2, 0.4], [-0.5, 0.3, 0.3], [0.3, -0.1, 1.3], [0.2, 1.1, -0.2], [1.2, -0.2, 2.2], [-0.2, -0.7, 0.1], [0.5, 0.1, -0.1], [2.4, 1.0, 0.3], [-0.8, -0.6, 0.6], [0.5, -0.9, 0.0], [0.5, 0.5, -0.3], [-0.7, 1.0, -0.1], [-0.3, 0.1, -1.1], [0.3, -0.6, 0.3], [-0.9, -0.2, -2.0], [0.5, 0.3, -1.1], [-1.1, -2.3, 1.4], [-0.1, 0.6, -0.2], [0.6, 0.8, 0.0], [0.4, 0.2, -1.5], [-0.5, 0.0, 0.6], [1.3, 1.1, 0.9], [1.9, 0.4, 1.6], [0.2, -1.1, -0.7], [-0.9, -0.6, 0.7], [-2.5, 0.6, -1.7], [-0.9, -1.5, 1.6], [-0.9, -0.6, 0.0], [-0.5, -1.0, -0.3], [-0.1, 1.7, 0.5], [2.0, 0.9, -0.8], [-0.9, -0.5, -1.0], [0.1, 1.1, -0.4], [1.6, 0.9, -0.3], [0.3, 0.2, -0.1], [-0.1, -0.2, -0.5], [-0.6, -1.2, 0.9], [-0.9, -1.8, 1.4], [-0.4, -1.3, -0.8], [0.0, -0.3, 0.1], [0.2, -0.1, -0.5], [-1.5, 1.0, 0.4], [-0.7, 0.8, -0.9], [0.2, -0.2, -0.1], [-0.4, 0.8, -0.2], [0.9, 1.1, -0.2], [0.7, 1.8, -0.1], [0.1, -0.1, 0.2], [0.0, -0.1, 0.3], [0.0, -0.8, -0.9], [-0.2, -0.5, -0.5], [0.0, 0.7, 0.5], [1.9, -1.1, 0.7]],
  "lowdin_spin": [2.840, 0.004, 0.004, 0.014, 0.001, 0.003, 0.000, 0.000, 0.003, 0.003, 0.001, 0.007, 0.007, 0.026, 0.000, 0.000, 0.000, 0.000, 0.000, 0.000, 0.000, 0.000, 0.001, 0.002, 0.000, 0.006, 0.000, 0.002, 0.028, 0.008, 0.001, 0.001, 0.036, 0.000, 0.000, 0.001, 0.000, 0.000, 0.000, 0.000, 0.000, 0.000, 0.000, 0.000, 0.000, 0.000, 0.001, 0.000, 0.001, 0.000, 0.001, 0.005, -0.002, 0.003, -0.012, 0.005, -0.002, 0.000, 0.000, 0.000, 0.000, 0.000, 0.000, 0.000, 0.000, 0.000, 0.000, 0.000, 0.000, 0.000, 0.000, 0.000, 0.000, 0.000, 0.000, 0.000, 0.000, 0.000, 0.000],
  "charge": -1,
  "s_squared": 3.77,
  "e_above_lowest_kcal_mol": 0.0,
  "spin_multiplicity": 4,
  "fmax_ev_per_a": 3.5,
  "e_homo_ev": [-5.8830, -5.8831],
  "gap_ev": [7.22, 7.14]
}

{
  "formula": "C23H32CrNSb",
  "method": "ωB97M-V/def2-TZVPD",
  "species": ["Cr", "C", "C", "C", "C", "N", "C", "C", "C", "C", "C", "C", "C", "H", "H", "H", "H", "H", "H", "H", "H", "C", "C", "Sb", "C", "C", "C", "C", "H", "H", "H", "H", "H", "H", "H", "H", "H", "H", "H", "H", "H", "H", "H", "C", "C", "C", "C", "C", "C", "H", "H", "H", "H", "H", "H", "H", "H", "H"],
  "positions_angstrom": [[11.945, 9.024, 8.219], [15.593, 7.151, 7.045], [15.727, 6.147, 7.952], [14.825, 6.072, 8.996], [13.714, 6.897, 9.056], [13.566, 7.928, 8.138], [14.548, 8.045, 7.153], [12.710, 6.905, 10.115], [12.926, 6.266, 11.365], [12.239, 6.712, 12.498], [11.372, 7.835, 12.336], [11.121, 8.447, 11.070], [11.726, 7.902, 9.945], [16.321, 7.321, 6.208], [16.538, 5.420, 7.886], [14.930, 5.275, 9.755], [14.515, 8.946, 6.517], [13.559, 5.376, 11.551], [12.299, 6.197, 13.444], [10.920, 8.291, 13.279], [10.430, 9.336, 11.108], [8.063, 6.607, 9.283], [7.881, 7.944, 8.615], [9.497, 8.611, 7.282], [9.495, 7.280, 5.549], [10.844, 6.590, 5.537], [8.622, 10.368, 6.364], [7.253, 9.991, 5.850], [7.581, 6.572, 10.266], [9.129, 6.495, 9.389], [7.782, 5.758, 8.630], [7.819, 8.756, 9.382], [6.949, 7.972, 8.027], [9.358, 7.700, 4.560], [8.682, 6.588, 5.746], [11.641, 7.372, 5.494], [10.982, 5.978, 4.647], [11.028, 5.994, 6.450], [9.421, 10.723, 5.651], [8.437, 11.062, 7.170], [7.244, 9.421, 4.939], [6.683, 10.931, 5.570], [6.631, 9.501, 6.621], [11.591, 14.225, 7.497], [11.786, 13.213, 6.307], [13.185, 13.171, 5.566], [10.738, 13.464, 5.248], [11.662, 11.816, 6.792], [11.874, 10.621, 7.101], [11.672, 15.295, 7.246], [12.251, 14.016, 8.310], [10.627, 14.064, 7.957], [13.238, 13.903, 4.802], [13.261, 12.197, 5.099], [14.009, 13.294, 6.285], [11.007, 14.364, 4.659], [9.713, 13.645, 5.564], [10.700, 12.614, 4.551]],
  "atomic_forces_ev_per_a": [[-1.3, -0.6, 0.9], [0.7, 1.4, -2.1], [0.2, -1.0, 1.0], [0.0, -1.3, 0.4], [-0.1, 1.1, -1.1], [3.4, -1.4, -1.1], [-1.3, 0.3, 1.4], [0.0, 0.1, 1.3], [-0.3, -0.5, 0.4], [-1.2, 1.2, -1.5], [0.0, 0.5, 0.9], [-0.4, -0.9, 2.3], [0.5, 0.8, -0.2], [-0.7, -0.3, 1.0], [-0.2, 0.3, 0.0], [-0.1, 0.6, -0.5], [-0.4, -0.7, 0.4], [-0.1, 0.7, -0.6], [0.2, 0.1, 0.1], [0.5, -0.7, -1.4], [0.7, -1.0, -0.5], [0.6, -0.5, -0.6], [-0.9, 1.2, -0.6], [-0.5, 0.3, -0.2], [0.0, -0.3, 0.7], [1.0, 0.4, 0.3], [0.5, -1.0, 0.1], [-1.3, 1.7, -0.5], [0.0, -0.2, -0.3], [0.5, -0.4, 0.7], [-0.3, 0.5, 0.4], [0.1, -0.5, -0.6], [0.2, 0.1, 0.3], [-0.4, 0.7, 0.1], [-0.1, -0.2, -0.2], [-0.4, -0.6, 0.1], [-0.1, -0.3, 0.1], [0.0, 0.1, -0.4], [-1.2, -0.2, 0.7], [0.6, 0.5, 0.2], [0.2, -0.6, -0.3], [0.5, -0.9, 0.3], [0.4, 0.1, -0.4], [0.2, -0.2, -0.7], [0.2, -0.3, 0.4], [-0.5, -0.1, 1.6], [-0.3, 0.5, -1.5], [0.6, -2.0, 0.9], [-0.2, 3.6, -1.3], [0.1, -0.5, -0.3], [0.9, -0.1, 0.4], [-0.6, -0.1, -0.2], [0.1, 1.0, -0.7], [0.1, -0.1, -0.1], [-0.2, -0.1, -0.3], [0.0, -0.4, 0.2], [0.0, -0.2, 0.6], [0.1, 0.2, 0.1]],
  "lowdin_spin": [3.637, 0.000, 0.028, -0.004, 0.033, 0.023, 0.044, 0.020, -0.001, 0.017, -0.003, 0.017, -0.010, 0.000, 0.002, -0.001, 0.004, 0.000, 0.001, -0.001, 0.001, 0.000, 0.003, 0.024, -0.007, 0.007, 0.009, 0.001, 0.000, 0.000, 0.000, 0.000, 0.000, 0.000, 0.000, 0.005, 0.000, 0.001, 0.001, 0.000, 0.000, 0.000, 0.000, 0.004, 0.017, 0.007, 0.005, 0.117, -0.006, 0.001, 0.000, 0.001, 0.001, 0.000, 0.000, 0.001, 0.000, 0.000],
  "charge": 0,
  "s_squared": 6.05,
  "e_above_lowest_kcal_mol": 36.2,
  "spin_multiplicity": 5,
  "fmax_ev_per_a": 3.9,
  "e_homo_ev": [-6.7806, -7.9177],
  "gap_ev": [6.90, 7.84]
}

Which value of charge does entry 3 give?
0

Look up the charge of the third one.
0